Molecular formula: C2H9NO
Method: DFT, the ωB97M-V functional and the def2-TZVPD basis

Output
Kohn-Sham gap, eV: 10.125
Calculated total energy, Ha: -211.55465
Structure (SMILES): COC.N
Maximum force, eV/Å: 0.86
HOMO, eV: -9.0
Net charge: 0
Energy relative to the best compared isomer or geometry (same formula, charge and spin), kcal/mol: 19.1

Cartesian coordinates (Å):
C  -1.024  -0.861  0.508
O  -0.537  0.199  -0.289
C  -0.811  0.063  -1.666
H  -0.923  -1.814  -0.002
H  -2.083  -0.719  0.759
H  -0.440  -0.870  1.425
H  -1.849  0.316  -1.875
H  -0.627  -0.965  -1.996
H  -0.148  0.742  -2.179
N  2.150  0.551  1.304
H  2.191  0.963  2.212
H  2.972  0.352  0.772
H  1.312  0.668  0.763